Run 1
18
Properties=species:S:1:pos:R:3 method="wB97M-V/def2-TZVPD" smiles="O=CSCCNCSO" total_charge=0 homo_lumo_gap_ev=8.87 homo_energy_ev=-8.51
O -0.99893 -1.21712 2.06000
C -1.62413 -0.37555 1.40773
S -2.73720 -0.85987 0.05458
C -1.82256 -0.16717 -1.38583
C -0.30667 -0.40848 -1.01869
N 0.01411 0.40005 0.11042
C 1.11496 -0.12627 0.95039
S 2.68778 -0.18835 -0.05638
O 3.21181 1.38918 0.14507
H -1.79334 0.72077 1.81646
H -1.93795 0.84498 -1.38093
H -2.15566 -0.75222 -2.25593
H -0.20516 -1.49556 -0.81254
H 0.13238 -0.07329 -1.97242
H 0.08739 1.35089 -0.08684
H 0.95231 -1.17277 1.25301
H 1.54445 0.56140 1.71308
H 3.83642 1.56937 -0.54120

=====

Run 2
18
Properties=species:S:1:pos:R:3 method="wB97M-V/def2-TZVPD" smiles="C=C(SC)SC.O=NO" total_charge=0 homo_lumo_gap_ev=8.42 homo_energy_ev=-8.31
C -0.75494 1.25522 -0.76009
C 0.17359 0.32872 -0.67367
S 0.04681 -1.33764 -1.46033
C 1.61916 -1.53471 -2.32753
S 1.71619 0.49728 0.09327
C 1.56456 -0.68779 1.47745
H -0.59736 2.29346 -0.22601
H -1.68983 1.05989 -1.27639
H 1.88487 -2.68388 -2.45919
H 2.49605 -0.99848 -1.84058
H 1.53274 -1.22560 -3.34760
H 0.55771 -0.58027 1.96347
H 2.37273 -0.44612 2.07430
H 1.66476 -1.74701 1.07745
O -2.21914 1.77856 2.79383
N -2.48810 1.87121 1.64931
O -3.68342 1.35242 1.24663
H -4.19637 0.80475 1.99568

=====

It is run 1 that is most stable; the runner-up trails by 0.0671 hartree.

=====

Run 1
11
Properties=species:S:1:pos:R:3 method="wB97M-V/def2-TZVPD" smiles="Nn1onc(O)c1=O" total_charge=0 homo_lumo_gap_ev=9.21 homo_energy_ev=-9.69
N -1.41856 0.52077 -1.65757
N -0.10782 0.30107 -1.08722
O 0.23662 1.48158 -0.33450
N 0.61138 1.21511 0.92182
C 0.75397 -0.10885 0.84129
O 1.02595 -0.89323 1.94195
C 0.00296 -0.72631 -0.22690
O -0.75284 -1.75998 -0.30836
H -2.32679 0.34485 -1.23077
H -1.46388 0.28556 -2.73821
H 1.57631 -0.50507 2.65076

=====

Run 2
11
Properties=species:S:1:pos:R:3 method="wB97M-V/def2-TZVPD" total_charge=0 homo_lumo_gap_ev=5.93 homo_energy_ev=-8.42
C -0.48290 0.39316 0.32424
C -1.21487 -0.51320 -1.51045
H 0.77511 1.83356 2.48677
H -1.88458 -0.39586 -2.44703
H 2.29484 -1.79895 -0.18171
N -0.51581 1.01966 1.46917
N -0.07059 -0.88840 -1.48547
N 0.40868 -0.51978 -0.27942
O 0.68215 0.68905 2.15497
O -1.57740 0.16999 -0.53317
O 1.58539 0.01076 0.00211

=====

It is run 1 that is most stable; the runner-up trails by 0.2413 hartree.

=====

Run 1
7
Properties=species:S:1:pos:R:3 method="wB97M-V/def2-TZVPD" smiles=SS.O total_charge=0 homo_lumo_gap_ev=9.44 homo_energy_ev=-9.15
S 0.00000 0.00000 0.00000
S -0.37278 1.92868 0.74405
H -1.24862 -0.49861 0.12180
H -1.24048 2.53444 -0.09419
O -3.34573 4.04793 -0.11059
H -3.09184 3.56530 -0.92965
H -3.80656 4.85593 -0.43156

=====

Run 2
7
Properties=species:S:1:pos:R:3 method="wB97M-V/def2-TZVPD" smiles=SS.O total_charge=0 homo_lumo_gap_ev=8.90 homo_energy_ev=-8.72
S -2.84268 -1.10965 -0.07854
S -0.78764 -0.63851 -0.40397
H -3.02290 -1.51555 -1.34393
H -0.53615 -0.96106 0.84955
O 2.32933 1.24275 -0.03319
H 2.88362 2.00676 0.18101
H 1.97641 0.97525 0.82907

=====

It is run 1 that is most stable; the runner-up trails by 0.0027 hartree.